1.
{
  "formula": "C24H27CoF6NO2P2",
  "method": "ωB97M-V/def2-TZVPD",
  "symbols": ["C", "C", "C", "C", "C", "C", "C", "C", "C", "C", "C", "C", "C", "H", "H", "H", "H", "H", "H", "H", "N", "Co", "C", "H", "H", "C", "H", "H", "P", "P", "C", "H", "H", "H", "C", "H", "H", "H", "C", "H", "H", "H", "C", "H", "H", "H", "C", "O", "H", "C", "C", "O", "C", "F", "F", "F", "C", "F", "F", "F", "H", "H", "H"],
  "positions_angstrom": [[-1.782, 2.322, -3.429], [-1.673, 2.288, -2.032], [-2.435, 1.244, -1.359], [-2.233, -0.025, -1.998], [-2.285, -0.075, -3.431], [-2.166, 1.163, -4.099], [-1.785, -1.048, -1.138], [-2.453, -0.997, 0.106], [-2.717, 0.313, 0.613], [-2.323, 0.401, 2.010], [-2.629, -0.674, 2.849], [-2.947, -1.889, 2.298], [-2.788, -2.122, 0.929], [-1.524, 3.233, -3.984], [-2.294, -0.994, -3.967], [-2.256, 1.186, -5.175], [-1.606, -2.043, -1.560], [-2.554, -0.547, 3.961], [-3.231, -2.718, 2.955], [-2.840, -3.107, 0.532], [-3.120, 1.376, -0.172], [1.192, -0.168, -0.128], [-0.619, 3.088, -1.246], [-1.044, 3.374, -0.274], [-0.235, 3.983, -1.774], [-1.348, 1.509, 2.450], [-1.620, 2.433, 1.919], [-1.414, 1.708, 3.547], [0.921, 1.947, -0.924], [0.443, 1.035, 1.930], [0.876, -0.180, 3.218], [1.948, -0.411, 3.190], [0.616, 0.201, 4.216], [0.338, -1.108, 3.011], [1.285, 2.531, 2.613], [1.190, 2.582, 3.707], [2.352, 2.507, 2.380], [0.874, 3.450, 2.185], [1.458, 1.373, -2.567], [1.585, 2.252, -3.209], [2.415, 0.835, -2.475], [0.701, 0.692, -2.971], [2.135, 3.295, -0.611], [3.143, 2.906, -0.434], [2.159, 3.920, -1.514], [1.841, 3.914, 0.245], [2.880, 0.371, 0.352], [3.961, 0.617, 0.717], [-0.043, -0.073, -0.490], [0.251, -3.999, -0.179], [1.322, -2.946, 0.048], [0.717, -1.859, 0.595], [2.342, -3.344, 1.194], [3.017, -4.487, 0.919], [3.250, -2.367, 1.485], [1.626, -3.543, 2.347], [2.101, -2.720, -1.332], [3.162, -1.859, -1.230], [2.580, -3.883, -1.859], [1.236, -2.190, -2.271], [-0.366, -4.034, 0.718], [0.763, -4.952, -0.370], [-0.350, -3.687, -1.037]],
  "lowdin_spin": [0.073, 0.212, 0.233, 0.107, 0.120, 0.216, 0.344, 0.072, 0.231, 0.233, 0.085, 0.193, 0.155, 0.002, 0.003, 0.009, 0.014, 0.002, 0.007, 0.005, 0.308, 1.192, 0.029, 0.006, 0.002, 0.046, 0.006, 0.005, 0.006, 0.068, 0.001, 0.000, 0.001, 0.000, 0.016, 0.003, 0.001, 0.000, 0.008, 0.002, 0.001, 0.001, -0.002, 0.001, -0.001, 0.000, -0.016, -0.022, -0.013, 0.002, 0.003, 0.008, 0.000, 0.000, 0.000, 0.000, 0.004, 0.009, 0.000, 0.010, 0.000, 0.000, 0.000],
  "orbital_gap_ev": [6.366, 4.317],
  "relative_energy_kcal_mol": 197.9,
  "multiplicity": 5,
  "s2": 6.1049,
  "mol_weight_da": 596.35,
  "total_energy_ha": -3800.14325,
  "charge": 1
}

---

2.
{
  "formula": "C24H27CuI2N3OSb",
  "method": "ωB97M-V/def2-TZVPD",
  "symbols": ["Cu", "I", "C", "C", "C", "I", "C", "C", "C", "C", "N", "C", "C", "O", "H", "H", "H", "H", "N", "C", "C", "C", "C", "C", "C", "C", "C", "N", "C", "H", "H", "H", "H", "H", "H", "H", "H", "C", "C", "Sb", "C", "C", "C", "C", "H", "H", "H", "H", "H", "H", "H", "H", "H", "H", "H", "H", "H", "H", "H"],
  "positions_angstrom": [[0.303, 0.165, -0.014], [1.405, 3.420, 3.991], [2.560, 1.972, 3.043], [3.934, 1.883, 3.317], [4.719, 0.926, 2.730], [6.758, 0.877, 3.188], [4.142, 0.001, 1.822], [4.842, -1.048, 1.188], [4.189, -1.890, 0.329], [2.826, -1.680, 0.081], [2.140, -0.715, 0.653], [2.763, 0.119, 1.526], [1.940, 1.120, 2.144], [0.667, 1.186, 1.859], [4.370, 2.592, 4.007], [5.896, -1.179, 1.393], [4.702, -2.705, -0.161], [2.287, -2.325, -0.604], [1.363, 1.938, -0.970], [0.835, 2.034, -2.290], [1.410, 2.792, -3.275], [0.849, 2.860, -4.565], [-0.303, 2.189, -4.856], [-0.911, 1.375, -3.873], [-2.089, 0.636, -4.116], [-2.600, -0.171, -3.138], [-1.914, -0.268, -1.919], [-0.821, 0.415, -1.653], [-0.320, 1.267, -2.596], [0.797, 2.456, -0.297], [2.308, 2.298, -0.911], [2.300, 3.367, -3.050], [1.329, 3.474, -5.314], [-0.760, 2.259, -5.834], [-2.571, 0.716, -5.082], [-3.499, -0.750, -3.288], [-2.269, -0.935, -1.144], [-0.056, -2.533, 4.448], [0.419, -2.283, 3.021], [-0.844, -0.937, 1.945], [-1.792, 0.360, 3.363], [-3.068, -0.160, 4.003], [-2.500, -2.212, 1.300], [-2.967, -3.286, 2.276], [0.640, -3.193, 4.968], [-1.038, -3.005, 4.473], [-0.112, -1.605, 5.019], [0.447, -3.199, 2.430], [1.423, -1.857, 3.007], [-1.956, 1.286, 2.811], [-1.027, 0.588, 4.106], [-3.831, -0.400, 3.261], [-3.487, 0.601, 4.663], [-2.889, -1.051, 4.605], [-2.152, -2.678, 0.375], [-3.309, -1.526, 1.038], [-2.156, -3.972, 2.526], [-3.770, -3.883, 1.840], [-3.345, -2.859, 3.203]],
  "lowdin_spin": [0.458, 0.002, 0.006, 0.001, 0.001, 0.000, 0.001, 0.000, 0.001, 0.002, 0.026, 0.001, 0.006, 0.107, 0.000, 0.000, 0.000, 0.000, 0.027, 0.000, 0.001, 0.000, 0.001, 0.002, -0.002, 0.001, 0.001, 0.035, 0.004, 0.000, 0.001, 0.000, 0.000, 0.000, 0.000, 0.000, 0.001, 0.009, 0.023, 0.177, 0.022, 0.007, 0.054, 0.015, 0.002, 0.000, 0.000, 0.000, 0.000, 0.001, 0.000, 0.000, 0.002, 0.000, 0.001, 0.000, 0.000, 0.004, 0.000],
  "orbital_gap_ev": [6.830, 5.940],
  "multiplicity": 2,
  "s2": 0.7570,
  "mol_weight_da": 812.61,
  "total_energy_ha": -3646.17652,
  "charge": 1
}

---

3.
{
  "formula": "C24H27F32NO5SSi2",
  "method": "ωB97M-V/def2-TZVPD",
  "symbols": ["C", "C", "Si", "S", "O", "Si", "N", "C", "C", "H", "H", "H", "H", "H", "H", "H", "H", "H", "H", "H", "C", "C", "C", "F", "F", "F", "F", "O", "C", "C", "F", "F", "F", "F", "H", "H", "H", "H", "C", "C", "C", "F", "F", "F", "F", "O", "C", "C", "F", "F", "F", "F", "H", "H", "H", "H", "C", "C", "C", "F", "F", "F", "F", "O", "C", "C", "F", "F", "F", "F", "H", "H", "H", "H", "C", "C", "C", "F", "F", "F", "F", "O", "C", "C", "F", "F", "F", "F", "H", "H", "H", "H"],
  "positions_angstrom": [[-2.846, 5.217, -3.974], [-2.714, 4.024, -3.863], [-2.732, 2.165, -3.813], [-2.144, 1.475, -5.757], [-4.245, 1.554, -3.467], [-5.585, 2.576, -3.472], [-7.070, 1.628, -3.552], [-8.152, 2.523, -4.031], [-9.487, 1.767, -4.203], [-3.130, 6.233, -4.105], [-1.715, 1.702, -2.889], [-2.861, 2.288, -6.565], [-5.641, 3.455, -2.291], [-5.531, 3.426, -4.684], [-6.941, 0.872, -4.218], [-8.288, 3.272, -3.246], [-7.880, 3.060, -4.946], [-9.349, 0.690, -4.222], [-9.932, 2.068, -5.153], [-10.170, 2.059, -3.410], [1.948, 0.505, -0.738], [0.956, 1.667, -0.944], [1.504, 3.096, -0.909], [2.020, 3.408, 0.293], [0.489, 3.958, -1.154], [-0.078, 1.540, -0.087], [0.452, 1.510, -2.202], [2.000, -0.114, 0.543], [2.844, 0.329, 1.541], [2.061, 0.783, 2.772], [1.238, 1.806, 2.476], [2.928, 1.210, 3.725], [3.696, 1.276, 1.106], [3.594, -0.724, 1.922], [1.573, -0.289, -1.383], [2.942, 0.746, -1.114], [2.269, 3.236, -1.678], [1.468, -0.038, 3.175], [-3.109, -2.797, -9.903], [-1.737, -3.472, -9.709], [-1.711, -4.909, -9.182], [-2.221, -5.001, -7.942], [-0.425, -5.332, -9.126], [-0.944, -2.684, -8.955], [-1.174, -3.535, -10.949], [-3.554, -1.879, -8.911], [-4.295, -2.281, -7.815], [-3.572, -1.972, -6.504], [-2.395, -2.624, -6.440], [-4.333, -2.388, -5.466], [-4.672, -3.568, -7.901], [-5.427, -1.543, -7.820], [-2.978, -2.169, -10.783], [-3.884, -3.517, -10.167], [-2.263, -5.576, -9.850], [-3.386, -0.900, -6.412], [5.105, 2.282, 5.762], [4.553, 1.361, 6.871], [3.599, 1.967, 7.902], [4.190, 2.924, 8.637], [3.197, 0.989, 8.753], [5.572, 0.733, 7.491], [3.824, 0.397, 6.235], [6.431, 2.777, 5.915], [6.706, 3.959, 6.577], [7.607, 3.725, 7.791], [7.015, 2.907, 8.679], [7.843, 4.908, 8.401], [5.592, 4.637, 6.896], [7.403, 4.734, 5.719], [5.176, 1.642, 4.884], [4.400, 3.067, 5.492], [2.714, 2.383, 7.413], [8.555, 3.283, 7.479], [2.077, -2.527, 6.223], [1.040, -2.516, 5.081], [-0.210, -3.385, 5.235], [0.092, -4.692, 5.295], [-1.007, -3.198, 4.155], [1.653, -2.774, 3.907], [0.578, -1.231, 5.007], [3.251, -3.312, 6.052], [3.315, -4.636, 6.443], [3.600, -5.557, 5.255], [2.625, -5.464, 4.332], [3.650, -6.836, 5.688], [2.227, -5.019, 7.131], [4.366, -4.746, 7.282], [2.462, -1.508, 6.252], [1.612, -2.693, 7.194], [-0.770, -3.101, 6.130], [4.553, -5.293, 4.792]],
  "lowdin_charge": [0.048, -0.248, 0.143, 0.485, -0.408, 0.463, -0.167, -0.373, -0.088, 0.030, -0.022, -0.168, -0.009, -0.004, 0.067, 0.095, 0.079, 0.066, 0.064, 0.064, -0.034, -0.441, -0.307, 0.100, 0.094, 0.136, 0.067, 0.050, -0.537, -0.276, 0.110, 0.085, 0.152, 0.150, 0.150, 0.146, 0.173, 0.155, -0.039, -0.443, -0.310, 0.102, 0.095, 0.137, 0.101, 0.043, -0.535, -0.301, 0.101, 0.098, 0.153, 0.142, 0.147, 0.145, 0.172, 0.103, -0.038, -0.434, -0.305, 0.104, 0.091, 0.139, 0.085, 0.046, -0.542, -0.290, 0.104, 0.100, 0.156, 0.145, 0.140, 0.146, 0.174, 0.175, -0.034, -0.431, -0.308, 0.105, 0.097, 0.134, 0.091, 0.048, -0.541, -0.289, 0.104, 0.101, 0.155, 0.148, 0.126, 0.149, 0.173, 0.176],
  "orbital_gap_ev": 9.978,
  "mol_weight_da": 1105.66,
  "total_energy_ha": -5534.64783
}